No. 1
{"formula": "C20H33N5O4", "method": "ωB97M-V/def2-TZVPD", "elements": ["C", "C", "O", "C", "C", "C", "N", "C", "O", "C", "O", "C", "C", "C", "N", "C", "O", "C", "C", "C", "N", "C", "N", "N", "C", "C", "C", "C", "C", "H", "H", "H", "H", "H", "H", "H", "H", "H", "H", "H", "H", "H", "H", "H", "H", "H", "H", "H", "H", "H", "H", "H", "H", "H", "H", "H", "H", "H", "H", "H", "H", "H"], "positions_angstrom": [[-4.9352, 2.0137, -3.0933], [-4.6274, 2.0375, -1.6139], [-3.2566, 1.7323, -1.4427], [-2.7949, 1.8219, -0.1084], [-3.2063, 0.5963, 0.7047], [-2.5882, 0.6383, 2.0976], [-1.1426, 0.7774, 2.0067], [-0.2695, -0.2458, 2.1700], [0.9129, -0.1592, 1.8804], [-0.8300, -1.5590, 2.7288], [0.2463, -2.4004, 3.0219], [0.0685, -3.7725, 2.7005], [0.0665, -3.9883, 1.1701], [1.6178, -4.0402, 1.2334], [2.2327, -2.7489, 1.0297], [2.8141, -2.4121, -0.1426], [2.9888, -3.1911, -1.0691], [3.2319, -0.9579, -0.2518], [2.3869, -0.2676, -1.3291], [2.8692, 1.1123, -1.6149], [2.3752, 2.2301, -1.1090], [3.1767, 3.1853, -1.6425], [4.1335, 2.7354, -2.4212], [3.9229, 1.4007, -2.3984], [4.7728, 0.5154, -3.1636], [1.4745, -4.3884, 2.7346], [-0.7232, 1.9725, 1.2810], [-1.2792, 1.9895, -0.1434], [-0.8673, 3.2683, -0.8550], [-5.9861, 2.2475, -3.2664], [-4.3238, 2.7458, -3.6205], [-4.7259, 1.0283, -3.5092], [-4.8375, 3.0286, -1.1897], [-5.2575, 1.3124, -1.0845], [-3.2256, 2.7221, 0.3634], [-4.2930, 0.5370, 0.7903], [-2.8643, -0.2980, 0.1740], [-2.9756, 1.4992, 2.6520], [-2.8542, -0.2470, 2.6677], [-1.4175, -1.3690, 3.6336], [-1.5029, -1.9985, 1.9826], [-0.7296, -4.2195, 3.3002], [-0.3585, -4.9565, 0.9055], [-0.3732, -3.2134, 0.5410], [2.1120, -4.7548, 0.5822], [1.9431, -1.9938, 1.6438], [3.1167, -0.4283, 0.6933], [4.2871, -0.9450, -0.5326], [2.3893, -0.8777, -2.2338], [1.3550, -0.1861, -0.9855], [3.0593, 4.2382, -1.4424], [4.4952, -0.5149, -2.9564], [4.6578, 0.7159, -4.2273], [5.8112, 0.6734, -2.8798], [2.1751, -3.9239, 3.4267], [1.4434, -5.4653, 2.8926], [-1.0944, 2.8455, 1.8300], [0.3631, 2.0116, 1.2663], [-0.8625, 1.1269, -0.6772], [-1.2367, 4.1444, -0.3128], [0.2182, 3.3235, -0.9245], [-1.2782, 3.2956, -1.8633]], "forces_ev_per_a": [[0.00, 0.00, 0.00], [0.00, 0.01, 0.00], [0.01, 0.00, 0.00], [-0.01, -0.01, -0.01], [0.01, 0.00, -0.01], [0.02, -0.01, 0.01], [-0.02, -0.02, -0.05], [-0.07, -0.04, -0.09], [0.03, 0.00, -0.01], [0.01, 0.10, 0.12], [-0.08, -0.01, 0.17], [0.05, 0.00, -0.13], [0.01, 0.00, -0.03], [-0.01, -0.01, -0.02], [0.04, -0.02, 0.04], [-0.01, 0.02, -0.03], [0.01, 0.00, 0.01], [0.00, 0.01, 0.02], [-0.02, 0.03, 0.00], [0.00, -0.01, 0.04], [0.00, -0.03, -0.08], [0.07, 0.00, 0.09], [-0.05, 0.00, -0.07], [0.02, -0.01, 0.01], [0.00, -0.01, 0.01], [0.00, 0.01, 0.00], [0.03, 0.01, 0.04], [-0.01, -0.03, 0.03], [-0.01, 0.03, -0.05], [0.00, 0.00, 0.00], [0.00, 0.00, 0.00], [0.00, 0.00, 0.00], [0.00, 0.00, 0.00], [0.00, 0.00, 0.00], [0.00, 0.00, 0.00], [-0.01, 0.00, 0.00], [0.00, 0.00, 0.00], [0.00, 0.01, 0.00], [-0.01, 0.00, 0.00], [0.00, -0.01, 0.00], [0.01, 0.00, -0.01], [0.00, 0.01, 0.00], [0.00, -0.01, 0.00], [0.00, 0.00, 0.01], [0.00, -0.01, 0.02], [-0.01, 0.00, -0.03], [0.01, -0.02, -0.01], [0.00, 0.00, -0.02], [0.01, 0.01, -0.01], [0.02, 0.00, 0.02], [0.00, 0.00, 0.00], [0.00, 0.00, 0.00], [0.00, 0.00, 0.00], [0.00, 0.00, 0.00], [0.00, -0.01, 0.00], [0.00, -0.01, 0.00], [0.01, 0.01, 0.00], [0.00, -0.01, -0.03], [0.00, 0.00, -0.01], [0.00, 0.00, 0.00], [-0.04, 0.01, 0.05], [-0.02, 0.00, 0.01]], "smiles": "CCO[C@H]1CCN(C(=O)CO[C@H]2C[C@@H](NC(=O)CCc3ncnn3C)C2)C[C@@H]1C", "gap_ev": 9.7, "charge": 0, "lumo_ev": 0.584, "multiplicity": 1, "homo_energy_ev": -9.13, "de_lowest_kj_mol": 3.62}



No. 2
{"formula": "C20H33N5O5S", "method": "ωB97M-V/def2-TZVPD", "elements": ["N", "S", "O", "O", "C", "C", "C", "C", "N", "C", "O", "N", "C", "C", "C", "C", "C", "C", "C", "H", "H", "H", "H", "H", "H", "H", "H", "H", "H", "H", "H", "H", "H", "H", "H", "H", "C", "N", "C", "O", "C", "N", "C", "C", "O", "C", "C", "C", "H", "H", "H", "H", "H", "H", "H", "H", "H", "H", "H", "H", "H", "H", "H", "H"], "positions_angstrom": [[1.1851, -5.5473, 0.9502], [0.8243, -4.1229, 1.7094], [-0.6335, -4.0242, 1.6233], [1.3490, -4.2618, 3.0665], [1.6907, -2.8962, 0.7050], [1.0011, -1.7900, 0.2012], [1.6791, -0.8245, -0.5445], [3.0557, -0.9418, -0.7897], [3.8312, -0.0211, -1.4986], [3.5697, 1.3064, -1.7580], [2.4796, 1.8335, -1.6126], [4.6392, 2.0535, -2.1977], [4.6328, 3.5111, -2.2176], [4.6750, 4.0825, -0.8028], [6.1420, 4.0241, -0.3855], [6.9537, 4.0027, -1.6827], [5.9392, 4.0029, -2.8277], [3.7276, -2.0635, -0.2932], [3.0575, -3.0354, 0.4531], [0.6059, -5.5644, 0.1239], [0.8995, -6.2642, 1.6019], [-0.0621, -1.6703, 0.3965], [1.1089, 0.0159, -0.9230], [4.7886, -0.2959, -1.6662], [5.5463, 1.6046, -2.1603], [3.7643, 3.8815, -2.7772], [4.3384, 5.1241, -0.8229], [4.0329, 3.5354, -0.1054], [6.4060, 4.8835, 0.2392], [6.3338, 3.1115, 0.1880], [7.6157, 4.8720, -1.7510], [7.5704, 3.0991, -1.7212], [6.2677, 3.3792, -3.6655], [5.8039, 5.0245, -3.1984], [4.7905, -2.1849, -0.4689], [3.5996, -3.8945, 0.8456], [-6.2684, 2.6817, 2.2540], [-5.6369, 1.3922, 1.9820], [-5.7226, 0.7493, 0.8112], [-6.3392, 1.2031, -0.1494], [-4.9853, -0.5889, 0.6927], [-5.8814, -1.5903, 0.0821], [-6.0749, -2.8621, 0.4346], [-5.3690, -3.4353, 1.6484], [-6.8337, -3.5717, -0.2056], [-3.6944, -0.4020, -0.1392], [-2.7434, 0.6149, 0.5105], [-2.9035, -1.7042, -0.3267], [-7.3468, 2.5494, 2.3549], [-6.0819, 3.3689, 1.4260], [-5.8692, 3.1129, 3.1727], [-5.1075, 0.9593, 2.7214], [-4.6992, -0.9089, 1.6930], [-6.4305, -1.2776, -0.7070], [-5.6627, -2.8797, 2.5351], [-5.6615, -4.4777, 1.7646], [-4.2927, -3.3862, 1.5109], [-3.9647, -0.0323, -1.1291], [-1.8308, 0.6967, -0.0813], [-3.2040, 1.6024, 0.5392], [-2.4850, 0.3006, 1.5222], [-2.0385, -1.5173, -0.9627], [-2.5641, -2.0874, 0.6355], [-3.5176, -2.4546, -0.8234]], "forces_ev_per_a": [[0.81, 0.51, -0.30], [-1.42, -0.94, 1.87], [1.30, 1.24, -0.41], [0.11, 0.67, -1.73], [-0.33, -0.04, 0.16], [0.38, -0.16, 0.08], [-0.27, 0.08, 0.02], [-0.27, -0.20, 0.21], [0.49, -0.12, -0.25], [-0.70, 1.59, 0.02], [-0.04, -0.49, 0.14], [0.40, -1.18, -0.04], [-0.41, 0.14, -0.06], [-0.34, 0.22, 0.32], [0.10, -0.01, 0.43], [0.48, 0.03, -0.08], [0.11, 0.12, -0.35], [-0.42, -0.61, 0.47], [0.07, 0.16, -0.10], [-0.11, -0.34, -0.28], [0.00, -0.31, 0.09], [0.19, -0.09, -0.05], [0.30, -0.02, 0.00], [-0.18, -0.18, 0.13], [-0.10, 0.26, -0.06], [0.14, -0.39, 0.15], [-0.06, -0.10, -0.04], [-0.06, 0.15, -0.24], [-0.01, -0.26, 0.02], [0.01, 0.20, 0.06], [0.03, -0.28, -0.04], [0.11, 0.19, -0.02], [-0.15, 0.16, 0.00], [-0.08, -0.19, 0.00], [-0.02, 0.03, -0.01], [-0.12, 0.20, -0.11], [-0.05, -0.22, -0.38], [0.34, 0.21, 0.95], [-0.60, 0.04, -1.24], [0.28, -0.24, 0.45], [0.05, -0.40, -0.45], [0.68, 1.91, 0.29], [-0.40, -1.56, 0.37], [-0.01, 0.21, -0.25], [-0.16, -0.04, -0.23], [0.76, -0.04, 0.15], [-0.55, 0.11, -0.32], [-0.67, 0.13, -0.06], [0.02, 0.11, 0.00], [-0.03, -0.09, 0.07], [0.03, -0.18, -0.10], [-0.08, 0.04, -0.07], [-0.01, -0.30, 0.08], [0.04, 0.08, 0.01], [0.14, 0.06, 0.21], [-0.06, 0.17, -0.11], [0.17, 0.06, 0.19], [-0.25, 0.07, -0.01], [0.02, -0.01, 0.08], [0.10, 0.09, 0.16], [0.08, 0.04, 0.09], [0.04, 0.01, 0.03], [0.11, -0.13, 0.02], [0.06, -0.16, 0.06]], "smiles": "NS(=O)(=O)c1ccc(NC(=O)NC2CCCC2)cc1.CNC(=O)[C@@H](NC(C)=O)C(C)C", "gap_ev": 9.4, "charge": 0, "lumo_ev": 0.200, "multiplicity": 1, "homo_energy_ev": -9.19, "de_lowest_kj_mol": 0.00}



No. 3
{"formula": "C20H33NO30S7", "method": "ωB97M-V/def2-TZVPD", "elements": ["O", "N", "O", "C", "C", "C", "C", "C", "C", "H", "H", "H", "H", "H", "O", "S", "O", "O", "C", "C", "O", "H", "H", "H", "H", "O", "S", "O", "O", "C", "C", "O", "H", "H", "H", "H", "O", "S", "O", "O", "C", "C", "O", "H", "H", "H", "H", "O", "S", "O", "O", "C", "C", "O", "H", "H", "H", "H", "O", "S", "O", "O", "C", "C", "O", "H", "H", "H", "H", "O", "S", "O", "O", "C", "C", "O", "H", "H", "H", "H", "O", "S", "O", "O", "C", "C", "O", "H", "H", "H", "H"], "positions_angstrom": [[-25.6642, -20.6483, -3.6683], [-25.0281, -19.6062, -3.5215], [-23.8468, -19.6626, -3.2370], [-25.7001, -18.3394, -3.4828], [-26.8712, -18.1431, -4.1966], [-27.6205, -16.9939, -3.9315], [-26.9852, -15.9355, -3.2750], [-25.6805, -16.0430, -2.8155], [-25.0887, -17.2964, -2.8072], [-27.2323, -18.9046, -4.8741], [-28.5338, -16.8315, -4.4852], [-27.5756, -15.0323, -3.1764], [-25.1991, -15.2020, -2.3370], [-24.1222, -17.3945, -2.3344], [-21.3561, -12.8866, -6.8178], [-22.7192, -13.3433, -6.9413], [-23.3780, -13.1720, -8.1942], [-22.8312, -14.9010, -6.4310], [-23.6292, -15.0760, -5.2658], [-23.7304, -13.6748, -4.6423], [-23.5919, -12.7576, -5.7326], [-24.6149, -15.4460, -5.5586], [-23.0955, -15.8089, -4.6646], [-22.8087, -13.5366, -4.0715], [-24.7185, -13.4634, -4.2497], [-23.8848, -22.0596, -9.6542], [-24.4671, -22.0522, -10.9653], [-25.8404, -21.7067, -11.1045], [-23.5499, -21.1329, -11.8998], [-23.0616, -21.7224, -13.0749], [-23.5395, -23.2033, -13.0535], [-24.0940, -23.4361, -11.7585], [-23.4632, -21.1989, -13.9422], [-21.9732, -21.6778, -13.1018], [-22.6772, -23.8648, -13.0447], [-24.2916, -23.3490, -13.8250], [-21.5248, -24.1383, -6.7845], [-21.7146, -25.5400, -7.0007], [-22.9143, -26.0325, -7.5817], [-20.3317, -26.1357, -7.6168], [-19.8783, -27.2806, -6.8535], [-20.2429, -26.7988, -5.4396], [-21.5352, -26.2733, -5.5696], [-20.5365, -28.1287, -7.0441], [-18.8207, -27.4055, -7.0424], [-19.4605, -26.2067, -4.9597], [-20.3176, -27.6741, -4.7856], [-17.8057, -22.8701, -4.6197], [-18.9093, -22.6119, -3.7641], [-19.2512, -23.6217, -2.7880], [-18.9044, -21.1994, -2.9460], [-20.2301, -20.7747, -2.6822], [-21.0483, -21.2674, -3.8957], [-20.2937, -22.1954, -4.6187], [-20.6443, -21.1947, -1.7673], [-20.2604, -19.6919, -2.5859], [-21.5011, -20.5168, -4.5417], [-21.8737, -21.8343, -3.4484], [-30.2600, -24.7113, -3.5607], [-30.7744, -23.3924, -3.3821], [-32.1662, -23.1239, -3.3370], [-30.0608, -22.7087, -2.0926], [-29.0744, -21.7490, -2.4536], [-28.8483, -21.8675, -3.9561], [-30.1162, -22.3608, -4.4498], [-29.4290, -20.7511, -2.1969], [-28.1785, -22.0600, -1.9163], [-28.2318, -22.7178, -4.2632], [-28.5884, -20.9150, -4.4036], [-19.5792, -16.4281, -7.5382], [-19.8823, -17.5433, -6.6951], [-20.4941, -17.3738, -5.4090], [-20.6516, -18.7479, -7.4634], [-20.0360, -19.9876, -7.1705], [-18.5208, -19.6743, -7.1879], [-18.5195, -18.4348, -6.4674], [-20.3183, -20.3182, -6.1756], [-20.2793, -20.7535, -7.9032], [-18.0754, -19.4119, -8.1471], [-17.9816, -20.4479, -6.6473], [-24.0881, -18.1211, -6.0484], [-24.2319, -19.2379, -6.9169], [-24.0528, -19.0502, -8.3303], [-23.2764, -20.4223, -6.3240], [-23.9617, -21.6907, -6.2159], [-25.3618, -21.4856, -6.7557], [-25.5673, -20.0786, -6.6543], [-23.3511, -22.3852, -6.7941], [-23.9716, -22.1454, -5.2247], [-26.1688, -22.0145, -6.2549], [-25.4545, -21.7519, -7.8111]], "forces_ev_per_a": [[-0.76, 0.78, -0.60], [0.82, -2.16, 1.12], [0.27, 0.78, -0.23], [-0.07, 0.99, -0.48], [-0.85, -0.29, 0.82], [1.50, 0.04, -1.05], [-0.81, 0.01, -0.31], [-0.79, -0.39, 0.61], [0.49, 0.48, -0.18], [0.01, -0.09, 0.11], [-0.22, -0.02, 0.31], [0.34, 0.21, 0.09], [0.06, -0.02, 0.03], [-0.01, -0.37, -0.07], [-1.46, -0.65, 0.07], [1.18, -0.65, 0.48], [-0.08, -0.12, 0.79], [0.48, 1.13, -0.96], [-0.42, 0.24, -0.42], [1.12, -0.46, -0.85], [-0.32, 0.29, -1.04], [0.13, -0.15, -0.01], [-0.21, 0.07, 0.21], [-0.69, 0.23, 0.90], [0.35, -0.01, 0.73], [-0.43, -0.39, -0.99], [1.15, -0.27, -0.07], [0.33, -0.31, -0.24], [-0.40, 0.56, 0.84], [-0.03, -0.79, -0.61], [0.39, 0.61, 0.55], [-0.85, 0.99, 1.06], [0.00, 0.05, 0.09], [-0.05, 0.20, 0.23], [-0.21, -0.19, -0.78], [0.14, -0.48, 0.02], [-0.15, -0.56, -0.70], [1.08, 0.34, 1.41], [0.61, -0.04, -0.23], [-1.04, 0.28, -0.68], [-1.23, 1.16, 1.05], [1.41, -2.26, 0.64], [-0.41, 0.60, -0.46], [0.47, -0.22, -0.52], [-0.03, -0.19, -0.10], [-0.48, 0.90, -0.34], [-0.22, 0.07, -0.05], [-0.43, 1.08, -0.01], [-2.82, -0.11, 1.64], [0.17, 0.76, -1.10], [1.48, -0.69, -0.73], [-0.61, 0.35, -0.59], [-1.87, -0.47, 1.50], [2.84, -0.95, -0.19], [0.40, -0.28, 0.06], [0.38, 0.01, -0.17], [0.49, 0.14, -0.06], [-0.20, 0.21, -0.30], [-0.20, 0.59, 0.05], [0.79, 1.29, 0.02], [0.17, -0.35, -0.03], [-0.73, -0.68, -0.57], [0.69, -0.33, 0.00], [-0.64, -1.63, -0.12], [-1.06, 0.10, 0.20], [0.07, -0.08, 0.19], [0.06, 0.57, 0.08], [1.01, 0.71, 0.46], [-0.08, -0.16, -0.28], [-0.66, -1.11, 0.50], [1.03, -1.41, 0.41], [0.28, 0.20, -0.76], [-0.28, 1.30, -0.39], [1.44, -0.56, -0.37], [-1.32, 0.61, 0.25], [-0.18, 1.14, 0.70], [-0.01, -0.06, -0.04], [-0.45, 0.28, -0.12], [-0.23, -0.70, -0.28], [0.27, 0.25, 0.09], [-0.62, -0.19, 0.08], [0.95, -1.54, -0.98], [-0.13, -0.34, 1.40], [-0.51, 0.63, -0.01], [0.82, -1.14, -0.50], [-0.02, -0.20, -1.26], [-0.63, 1.51, 0.45], [-0.36, -0.01, -0.36], [0.13, 0.99, 0.46], [0.19, 0.28, 0.53], [0.30, 0.02, 0.03]], "smiles": "O=[N+]([O-])c1ccccc1.O=S1(=O)OCCO1.O=S1(=O)OCCO1.O=S1(=O)OCCO1.O=S1(=O)OCCO1.O=S1(=O)OCCO1.O=S1(=O)OCCO1.O=S1(=O)OCCO1", "gap_ev": 9.4, "charge": 0, "lumo_ev": -1.223, "multiplicity": 1, "homo_energy_ev": -10.67}